(1)
Entry from the Open Molecules 2025 dataset: 2 unconnected molecules or ions with the total composition C5H14N4 in a non-equilibrium geometry (ωB97M-V with the def2-TZVPD basis set).

Positions of all 23 atoms, in Å:
1 H -0.266 2.254 0.192
2 N 0.084 1.880 -0.690
3 C -0.521 0.759 -0.938
4 C -0.066 -0.019 -2.153
5 N -1.547 0.216 -0.107
6 N -2.223 1.109 0.720
7 N -2.410 -0.707 -0.672
8 H -0.649 0.307 -3.019
9 H 0.995 0.170 -2.340
10 H -0.199 -1.095 -2.019
11 H -1.661 1.277 1.555
12 H -2.332 2.007 0.243
13 H -3.009 -0.236 -1.350
14 H -3.042 -1.023 0.063
15 C 2.075 -1.825 0.307
16 C 1.363 -0.962 1.043
17 C 1.995 0.090 1.895
18 H 3.158 -1.770 0.250
19 H 1.585 -2.575 -0.307
20 H 0.228 -0.954 0.962
21 H 1.284 0.431 2.655
22 H 2.280 0.955 1.288
23 H 2.877 -0.287 2.422

Computed properties:
* E_HOMO: -0.3334 Eh
* LUMO level: 0.84 eV
* orbital gap: 9.918 eV
* relative energy (zero: lowest compared OMol25 entry of this formula, charge and spin): 59.8 kcal per mole

Atom charges from the Löwdin analysis, given in e for atoms 1 to 6: H 0.0193; N 0.1210; C -0.4450; C -0.0483; N -0.2904; N 0.0451

***

(2)
Entry from the Open Molecules 2025 dataset: a single C9H10ClN3S molecule in a non-equilibrium geometry (ωB97M-V with the def2-TZVPD basis set).

Positions of all 24 atoms, in Å:
1 H 3.004 -0.108 2.182
2 N 2.309 -0.152 1.368
3 C 1.234 0.475 1.602
4 S 1.044 1.239 3.168
5 C -0.326 2.195 2.415
6 C -0.677 1.801 0.991
7 N 0.172 0.559 0.710
8 C -0.069 -0.434 -0.248
9 C -0.443 -1.689 0.222
10 C -0.729 -2.757 -0.611
11 C -0.670 -2.554 -2.033
12 Cl -1.013 -3.715 -3.216
13 C -0.434 -1.197 -2.463
14 C -0.062 -0.140 -1.650
15 N 0.457 1.016 -2.149
16 H -1.240 2.062 2.976
17 H -0.060 3.254 2.526
18 H -1.780 1.638 0.893
19 H -0.470 2.604 0.290
20 H -0.503 -1.792 1.290
21 H -1.109 -3.769 -0.247
22 H -0.470 -0.991 -3.481
23 H 0.827 0.906 -3.105
24 H 1.009 1.549 -1.431

Computed properties:
* E_HOMO: -0.2940 Eh
* LUMO level: 0.62 eV
* orbital gap: 8.621 eV
* relative energy (zero: lowest compared OMol25 entry of this formula, charge and spin): 20.5 kcal per mole

Atom charges from the Löwdin analysis, given in e for atoms 1 to 6: H 0.0614; N 0.0649; C -0.7744; S 0.9486; C -0.4474; C -0.1489

***

(3)
Entry from the Open Molecules 2025 dataset: a molecular structure, C20H21BiN9O4S2 in a non-equilibrium geometry (ωB97M-V with the def2-TZVPD basis set).

Positions of all 57 atoms, in Å:
1 Bi 0.200 1.512 0.177
2 C -5.778 1.829 1.749
3 S -4.869 2.176 0.225
4 C -3.264 1.669 0.683
5 S -2.207 1.667 -0.710
6 N -2.888 1.588 1.934
7 N -1.581 1.159 2.075
8 C -1.239 0.996 3.304
9 C 0.145 0.526 3.603
10 C 0.472 0.232 4.911
11 C 1.730 -0.182 5.252
12 C 2.697 -0.183 4.206
13 C 2.259 0.093 2.911
14 N 1.032 0.438 2.623
15 H -6.829 2.113 1.465
16 H -5.829 0.769 1.999
17 H -5.359 2.385 2.612
18 H -2.021 1.122 4.070
19 H -0.405 0.197 5.559
20 H 2.003 -0.478 6.251
21 H 3.710 -0.575 4.338
22 H 2.970 0.001 2.110
23 N 2.726 -7.826 -4.828
24 C 2.406 -6.841 -4.291
25 C 2.043 -5.774 -3.427
26 C 1.473 -6.214 -2.207
27 C 0.895 -5.215 -1.364
28 C 1.036 -3.883 -1.735
29 C 1.582 -3.467 -2.947
30 C 2.059 -4.434 -3.817
31 N 0.480 -2.883 -0.932
32 C -0.797 -2.840 -0.447
33 C -0.920 -1.644 0.140
34 N 0.172 -0.880 -0.076
35 C 1.026 -1.651 -0.737
36 H 1.488 -7.263 -1.980
37 H 0.368 -5.474 -0.479
38 H 1.631 -2.434 -3.251
39 H 2.594 -4.260 -4.755
40 H -1.388 -3.676 -0.508
41 H -1.747 -1.333 0.744
42 H 2.043 -1.352 -1.034
43 O 1.449 0.570 -3.544
44 N 1.329 1.045 -2.433
45 O 0.170 1.444 -2.072
46 O 2.229 1.097 -1.600
47 C -1.283 5.671 -0.553
48 N -0.414 5.260 -1.576
49 C 0.685 4.523 -1.236
50 N 1.657 4.381 -2.188
51 O 0.764 3.942 -0.130
52 H -2.251 5.976 -0.909
53 H -0.828 6.630 -0.156
54 H -1.432 4.837 0.183
55 H -0.430 5.717 -2.452
56 H 1.688 5.083 -2.924
57 H 2.546 4.116 -1.826

Computed properties:
* E_HOMO: -0.4142 Eh
* total charge: +1
* LUMO level: -3.57 eV
* orbital gap: 7.704 eV
* relative energy (zero: lowest compared OMol25 entry of this formula, charge and spin): 14.6 kcal per mole

Atom charges from the Löwdin analysis, given in e for atoms 1 to 6: Bi 1.7540; C -0.3959; S 0.8604; C -1.0829; S 0.5537; N -0.0662